1.
This record from the OMol25 dataset describes 2 unconnected molecules or ions with the total composition C4H7N5O2 in a non-equilibrium geometry. The level of theory is ωB97M-V with the def2-TZVPD basis set.

The highest occupied orbital energy comes out at -9.558 eV. The LUMO energy is -0.38 eV. As for the total energy: -580.7144 Ha. The energy relative to the best compared isomer or geometry (same formula, charge and spin) comes out at 90.9 kcal per mole. For the largest force on an atom, the calculation gives 4.58 eV/Å. The molar mass is 157.1 g/mol. The calculation puts the gap between HOMO and LUMO at 9.174 eV.

The geometry in ORCA input format:
```
! RIJCOSX wB97M-V def2-TZVPD def2/J DEFGRID3
* xyz 0 1
N 2.2286 -1.2362 1.9472
N 0.6461 -0.0106 -2.6448
C -1.0491 -1.4203 -0.2771
O 2.6702 1.5562 -0.3211
H -1.8122 0.9908 -1.0920
H -1.0279 1.9719 0.4237
C 0.8219 0.4221 -0.2875
C -0.5147 -0.0609 0.2011
H -0.6659 -1.6545 -1.2922
H -0.6496 -2.2552 0.3942
H -0.2543 -0.3310 1.3186
C -1.5214 1.0569 0.0147
H -2.5086 1.0204 0.6262
N 1.8121 -1.5259 0.9733
N 0.8154 0.2666 -1.5685
H -2.2137 -1.3967 -0.2455
O 1.4760 1.4274 1.5119
N 1.7470 1.1789 0.3178
*
```

***

2.
This record from the OMol25 dataset describes a molecular structure, C28H27MnN6O2 in a non-equilibrium geometry. The level of theory is ωB97M-V with the def2-TZVPD basis set.

The highest occupied orbital energy (spin up / spin down) comes out at -1.568 / -5.057 eV. The LUMO energy (spin up / spin down) is 2.24 / 2.06 eV. As for the total energy: -2713.1111 Ha. The energy relative to the best compared isomer or geometry (same formula, charge and spin) comes out at 58.8 kcal per mole. For the largest force on an atom, the calculation gives 1.76 eV/Å. The molar mass is 534.5 g/mol. The expectation value of S² is 8.826. The calculation puts the gap between HOMO and LUMO (spin up / spin down) at 3.804 / 7.114 eV.

The geometry in ORCA input format:
```
! RIJCOSX wB97M-V def2-TZVPD def2/J DEFGRID3
* xyz -1 6
H 2.1280 4.4414 0.8012
N -1.7134 2.4284 -0.7735
C 1.2153 2.8118 -3.7309
H 1.5394 2.5495 3.9694
H -5.2455 0.5876 3.6458
H -3.3101 1.5494 -1.8664
H 3.3288 2.3675 1.3540
H -0.7433 2.5087 2.5935
C -0.1852 -1.7773 0.8157
O 2.2987 -0.1763 -1.8986
N -2.8757 1.4777 1.4569
H -0.0258 -7.5326 -0.0526
N -1.2185 -0.9284 0.8833
C -0.3583 -5.4456 0.1595
C 1.1793 3.8960 0.8071
H 1.5035 -0.1157 -1.3255
C -1.9528 -2.9468 0.2625
C 3.3058 0.9983 -3.6540
C -3.5837 1.3857 0.2795
H -5.4343 0.7758 -0.6525
N -0.5822 -3.0236 0.4464
C -2.8815 1.7531 -0.8910
H 3.4958 -5.0550 0.1341
C 1.2376 2.7410 1.8275
C 0.0869 1.7248 -1.8025
H 2.5265 1.0315 2.2041
H -2.5529 -3.7775 -0.0558
C 0.4297 -6.5554 0.0485
N -0.9068 2.5537 -1.8883
H 2.2532 3.7213 -5.3652
H -1.4340 -5.5648 0.1565
C 0.2167 -4.1548 0.2937
C 1.5264 3.3375 3.2131
C 3.3078 2.0174 -4.5851
H 0.3977 3.5198 -3.7348
C 2.2526 0.8654 -2.7493
H 2.0984 -3.0675 0.3216
C 2.4180 -5.1550 0.1640
H 0.8228 -1.5072 1.0729
C -3.4870 1.2028 2.6145
C 1.8489 -6.4556 0.0615
C 1.6336 -4.0443 0.2779
C -5.5136 0.6154 1.4856
C 2.6623 -7.5990 -0.0138
N 3.3347 -8.5434 -0.0721
C -0.0833 2.0132 1.8682
H 2.4941 3.8475 3.2237
H 4.1105 0.2764 -3.6018
C 2.3945 1.8067 1.4454
H 4.1334 2.1033 -5.2807
C -4.9170 0.8982 0.2905
C 1.1925 1.7933 -2.7761
H -3.3160 -1.2531 0.5114
H -6.5352 0.2598 1.5166
O 0.1530 0.8469 -0.8176
H 1.0013 3.5148 -0.1963
C 2.2559 2.9267 -4.6298
H 0.7542 4.0618 3.4840
Mn -1.2563 1.1122 0.4583
H -2.8767 1.3088 3.5038
C -4.7935 0.7953 2.6872
H 0.3751 4.5926 1.0534
C -2.3182 -1.6578 0.5254
H 2.1878 1.3177 0.4957
*
```

***

3.
This record from the OMol25 dataset describes a molecular structure, C15H50BNO21 in a non-equilibrium geometry. The level of theory is ωB97M-V with the def2-TZVPD basis set.

The highest occupied orbital energy comes out at -9.975 eV. The LUMO energy is -1.28 eV. As for the total energy: -2260.9850 Ha. The energy relative to the best compared isomer or geometry (same formula, charge and spin) comes out at 58.9 kcal per mole. For the largest force on an atom, the calculation gives 12.58 eV/Å. The molar mass is 591.4 g/mol. The calculation puts the gap between HOMO and LUMO at 8.694 eV.

The geometry in ORCA input format:
```
! RIJCOSX wB97M-V def2-TZVPD def2/J DEFGRID3
* xyz 0 1
C 2.8205 3.4978 0.6999
H -2.7244 1.3516 -1.3715
H -3.8479 -0.2352 0.8783
H -2.5694 -1.7361 4.8783
O -2.5964 -2.4343 4.1726
H 1.0590 4.7242 -1.3815
O 3.2042 -1.0417 3.4490
O -4.7267 -0.2049 0.5608
H 0.1098 5.2713 -0.1296
H -0.6862 1.3188 -0.6678
O 0.4044 -2.9788 -3.6271
H 3.3813 -0.2169 4.0657
H -2.3708 -3.9293 3.1003
O 4.8417 -0.7499 -2.6998
C -1.6870 2.9831 -1.2292
C 0.2738 -1.7623 1.5874
O 0.7756 -0.5317 -1.2784
H 2.2294 -1.1592 3.3749
O 1.0173 -1.9423 0.6912
C -1.0193 -1.4999 1.1406
H 4.4420 -2.5814 1.5290
H -0.4642 -1.9963 6.7931
O 3.9835 -1.8853 1.1078
O 0.3842 -2.8467 -1.5011
O 1.6739 -3.6914 -6.0201
H 2.0123 2.0354 -0.7263
C -0.7691 1.9653 2.0559
H -1.7607 4.0298 -1.4780
H -2.1369 -3.5133 -2.1355
H -2.1368 3.1803 -0.2794
O 0.6320 -1.5638 2.8218
H -2.1386 1.8637 -3.0191
H 5.1898 0.0908 -2.5670
C 1.7577 2.4231 0.3071
H 4.1632 -0.5476 -3.3360
C 0.6239 -2.3262 -2.5805
H -1.0476 -0.3151 -5.9325
C -0.4062 2.3770 -0.9004
C 0.7570 4.5518 -0.2961
O 0.1164 -5.8809 -3.2793
H 1.5276 -3.4650 -4.9683
C 0.9601 -0.9432 -2.4514
O -1.1458 -1.4513 -0.0445
C -3.2049 2.1396 2.9553
H 0.2600 3.6797 2.2668
H 3.7262 -1.4255 1.9217
H -1.3454 1.4158 1.2495
C 2.1321 4.8324 0.3517
H -0.2663 -1.5420 -5.5200
H -3.2733 -3.6176 -3.1134
H 2.6413 5.2343 -0.3463
H -0.6560 -6.3691 -2.9371
O 1.3971 -0.2619 -3.3494
H 0.1539 2.1848 -1.7921
H -1.3764 2.8049 3.8982
H -3.3052 1.4077 2.0809
H -2.4532 -1.8932 3.4382
H 1.4552 -2.5173 2.4822
H 1.8227 5.5193 1.0996
H 1.3322 0.4961 -4.7261
O -1.9118 -1.1862 1.9862
H -3.4057 2.5034 -2.4333
H -0.0520 -4.9423 -3.2125
C -2.5536 2.0874 -2.0818
H 2.2722 -3.9978 1.9841
O -0.9429 -1.3205 -6.0772
H 3.8968 3.5512 0.1495
B 0.2724 -1.6698 -0.5227
H -5.0037 -0.9891 0.2447
O -2.7356 -3.0298 -2.6105
H -1.0835 4.0564 1.3791
C -0.2790 3.3651 1.4869
O 0.1023 -1.5833 6.1306
H -1.4187 -4.9766 2.5286
H -3.5754 3.1604 2.4722
H -1.5266 1.1930 3.7497
H 1.6758 1.6236 0.8710
O -2.3698 -4.5611 2.3811
H 1.7131 -2.7086 -6.1401
H -3.6749 1.8485 3.8109
O 1.6069 -3.5937 2.6192
H 3.0901 3.5842 1.5938
N 0.4532 3.1212 0.1875
O 1.4606 1.2399 -5.4527
H 0.2811 -2.0232 5.3683
H 2.3414 1.7080 -5.3263
H -0.0245 1.1918 2.3551
C -1.7552 2.0257 3.2854
*
```